ORCA calculation (ωB97M-V/def2-TZVPD) on a structure of composition C13H17CeIN2 at a distorted geometry.

Properties
Highest occupied orbital energy (alpha / beta) (hartree): -0.5687 / -0.5687
Maximum force (eV/A): 7.466
Energy above the lowest of the compared OMol25 structures with the same formula, charge and spin (kcal per mole): 23.5
LUMO energy (alpha / beta) (Eh): -0.321 / -0.321
HOMO-LUMO gap (alpha / beta) (eV): 6.75 / 6.75
Net charge: +2

CARTESIAN COORDINATES (ANGSTROEM)
C1 -1.300 -3.280 -1.346
C2 -1.936 -2.739 0.086
H1 -1.415 -2.587 -2.200
H2 -1.920 -4.145 -1.587
H3 -0.266 -3.716 -1.277
H4 -2.385 -1.724 0.041
H5 -2.783 -3.407 0.253
H6 -1.278 -2.891 0.978
C3 1.730 0.551 -2.408
C4 2.489 1.664 -2.777
C5 2.362 2.839 -2.032
C6 1.472 2.876 -0.961
H7 1.801 -0.410 -2.931
H8 3.163 1.584 -3.627
H9 2.949 3.722 -2.279
H10 1.344 3.766 -0.350
N1 0.872 0.580 -1.360
C7 0.716 1.733 -0.635
C8 -0.233 1.693 0.492
N2 -0.842 0.490 0.749
C9 -1.638 0.366 1.842
C10 -1.319 2.681 2.423
C11 -1.891 1.438 2.702
H11 -2.055 -0.631 2.019
H12 -2.526 1.276 3.571
C12 -0.491 2.810 1.308
H13 -0.022 3.756 1.047
H14 -1.506 3.541 3.063
Ce1 -0.052 -1.567 -0.453
I1 2.308 -3.149 -1.429
C13 1.009 -1.782 1.558
H15 0.346 -1.856 2.430
H16 1.599 -0.847 1.626
H17 1.699 -2.635 1.465

Here are the Löwdin charges for atoms 1 to 6, given in e: C -0.19; C -0.16; H 0.11; H 0.14; H -0.01; H 0.10